9
Properties=species:S:1:pos:R:3:mulliken_charge:R:1 method="wB97M-V/def2-TZVPD" charge=0 gap_ev=11.652
N -3.51 1.34 -0.35 -0.294
C -2.61 0.62 -0.39 0.120
C -1.58 -0.34 -0.29 0.651
F -1.54 -1.21 -1.30 -0.216
F -1.67 -1.09 0.87 -0.229
C 0.07 0.53 -0.38 -0.171
Cl 0.18 1.61 1.04 -0.130
Cl 0.00 1.45 -1.81 -0.105
H 1.04 0.01 -0.45 0.372

=====

8
Properties=species:S:1:pos:R:3:mulliken_charge:R:1 method="wB97M-V/def2-TZVPD" charge=0 gap_ev=9.512
O -2.03 1.36 0.16 -0.438
C -1.33 0.40 0.03 0.128
C 0.24 0.45 0.11 0.004
Cl 1.06 2.03 -0.07 -0.146
C 0.90 -0.71 -0.03 0.490
Cl 2.63 -0.68 -0.10 -0.144
Cl 0.10 -2.16 0.02 -0.178
H -1.57 -0.67 -0.12 0.284

=====

7
Properties=species:S:1:pos:R:3:mulliken_charge:R:1 method="wB97M-V/def2-TZVPD" charge=0 gap_ev=9.697
F 1.82 3.02 0.75 -0.154
C 0.59 2.76 1.24 0.439
F -0.48 3.83 1.52 -0.231
C 0.22 1.51 1.27 0.057
C 0.37 0.16 1.51 -0.321
Cl 1.51 -0.04 2.93 -0.160
H -0.08 -0.70 1.05 0.370

=====

For reference, energy above the lowest of the compared OMol25 structures with the same formula, charge and spin by record: 0.223; 0.998; 1.766 eV.
For reference, calculated total energy by record: -35095.1704; -42740.4428; -21080.6251 eV.
For reference, highest occupied orbital energy by record: -11.321; -9.955; -10.191 eV.